[1]
This record from the OMol25 dataset describes one molecule with the formula C5H5NOS at a distorted geometry. The level of theory is ωB97M-V/def2-TZVPD.

Geometry as XYZ:
```
13
C5H5NOS | the OMol25 dataset | ωB97M-V/def2-TZVPD
C 2.015 2.131 -0.005
C 1.671 0.988 -0.005
C 1.314 -0.407 -0.002
S 2.463 -1.612 -0.004
N -0.002 -0.683 -0.004
O -0.392 -1.992 0.003
C -1.062 0.230 -0.012
C -2.344 -0.128 -0.002
H 2.367 3.176 0.029
H 0.482 -2.458 -0.001
H -0.712 1.281 0.001
H -2.660 -1.155 -0.008
H -3.140 0.629 0.010
```

SMILES   C#CC(=S)N(O)C=C
ΔE to the lowest compared entry with this formula, charge and spin   416.78 kJ/mol
HOMO   -8.646 eV
LUMO   -0.01655 hartree

[2]
This record from the OMol25 dataset describes C5H5NOS as an isolated structure. The level of theory is ωB97M-V/def2-TZVPD.

Geometry as XYZ:
```
13
C5H5NOS | the OMol25 dataset | ωB97M-V/def2-TZVPD
C -1.272 -0.091 0.001
C -0.204 0.327 -1.009
C -0.214 0.293 1.015
C 0.900 -0.724 0.722
C 0.904 -0.707 -0.743
H -0.448 0.627 -2.013
H -0.635 2.068 0.054
H -0.441 0.579 2.030
H 1.078 -1.607 1.339
H 1.074 -1.571 -1.395
N 0.112 1.373 0.008
O 2.010 -0.204 -0.001
S -2.863 -0.363 -0.008
```

ΔE to the lowest compared entry with this formula, charge and spin   366.93 kJ/mol
HOMO   -8.833 eV
LUMO   0.00337 hartree

[3]
This record from the OMol25 dataset describes one molecule with the formula C5H5NS at a distorted geometry. The level of theory is ωB97M-V/def2-TZVPD.

Geometry as XYZ:
```
12
C5H5NS | the OMol25 dataset | ωB97M-V/def2-TZVPD
N -3.450 -1.604 -1.115
C -2.472 -1.311 -0.573
C -1.275 -1.089 0.091
C -0.286 -0.226 -0.221
C 0.894 0.073 0.602
C 2.207 0.133 -0.116
S 1.582 1.734 0.519
H -1.249 -1.624 1.066
H -0.423 0.377 -1.067
H 0.923 -0.457 1.589
H 3.068 -0.267 0.395
H 2.100 -0.034 -1.165
```

SMILES   N#C/C=C/[C@H]1CS1
ΔE to the lowest compared entry with this formula, charge and spin   116.87 kJ/mol
HOMO   -9.547 eV
LUMO   0.00181 hartree

[4]
This record from the OMol25 dataset describes one molecule with the formula C5H5NS2 at a distorted geometry. The level of theory is ωB97M-V/def2-TZVPD.

Geometry as XYZ:
```
13
C5H5NS2 | the OMol25 dataset | ωB97M-V/def2-TZVPD
C 1.861 0.957 -0.250
C 1.143 -0.351 0.049
S 1.972 -1.869 0.516
C -0.263 -0.442 -0.035
C -0.956 0.663 0.327
S -2.680 0.298 0.329
C -2.263 -1.254 -0.206
N -1.033 -1.495 -0.332
H 1.720 1.616 0.629
H 1.263 1.392 -1.149
H 2.963 0.846 -0.379
H -0.777 1.637 0.779
H -2.953 -1.997 -0.277
```

SMILES   CC(=S)c1cscn1
ΔE to the lowest compared entry with this formula, charge and spin   111.71 kJ/mol
HOMO (spin up / spin down)   -8.420 / -8.419 eV
LUMO (spin up / spin down)   -0.03190 / -0.03191 hartree

[5]
This record from the OMol25 dataset describes an isolated ion of composition C5H5O3 and charge -1 at a distorted geometry. The level of theory is ωB97M-V/def2-TZVPD.

Geometry as XYZ:
```
13
C5H5O3 | the OMol25 dataset | ωB97M-V/def2-TZVPD
C 0.615 0.629 -0.817
C -0.247 0.089 0.375
C -1.039 -1.154 0.446
O -0.799 -2.610 0.682
C -1.807 -0.096 0.250
C -3.135 0.457 0.013
O -3.510 0.359 -1.195
O -3.795 0.829 1.014
H -0.077 0.206 -1.467
H 1.482 0.076 -0.699
H 0.678 1.666 -0.788
H 0.040 0.544 1.244
H -1.634 -3.021 0.823
```

Charge   -1
SMILES   C[C@@H]1C(O)=C1C(=O)[O-]
ΔE to the lowest compared entry with this formula, charge and spin   301.66 kJ/mol
HOMO   -4.004 eV
LUMO   0.13024 hartree

[6]
This record from the OMol25 dataset describes an isolated ion of composition C5H5O3 and charge -1 at a distorted geometry. The level of theory is ωB97M-V/def2-TZVPD.

Geometry as XYZ:
```
13
C5H5O3 | the OMol25 dataset | ωB97M-V/def2-TZVPD
C -1.271 0.408 1.225
C -1.962 0.567 0.104
C 0.132 0.099 1.366
C 0.932 -0.370 0.151
C 0.479 0.141 -1.187
O -2.893 0.811 -0.604
O 0.688 0.137 2.465
O 0.485 -0.815 -2.242
H -1.787 0.556 2.176
H 1.986 -0.145 0.396
H 0.832 -1.461 0.162
H 0.981 1.066 -1.493
H 1.399 -0.993 -2.519
```

Charge   -1
ΔE to the lowest compared entry with this formula, charge and spin   270.23 kJ/mol
HOMO (spin up / spin down)   -1.998 / -2.000 eV
LUMO (spin up / spin down)   0.15011 / 0.15011 hartree

[7]
This record from the OMol25 dataset describes C5H5O5PbS as an isolated structure. The level of theory is ωB97M-V/def2-TZVPD.

Geometry as XYZ:
```
17
C5H5O5PbS | the OMol25 dataset | ωB97M-V/def2-TZVPD
Pb 1.088 0.109 -0.251
O -2.227 -1.162 -3.359
C -1.600 -0.826 -2.234
O -0.473 -0.386 -2.231
C -2.474 -1.096 -1.030
O -1.890 -0.739 0.183
C -2.371 0.485 0.742
C -1.686 1.736 0.191
O -2.362 2.697 -0.106
O -0.392 1.677 0.117
H -1.633 -0.977 -4.105
H -2.669 -2.173 -1.034
H -3.432 -0.591 -1.194
H -2.159 0.423 1.811
H -3.448 0.581 0.596
S 0.452 -2.940 1.942
C 0.610 -1.674 1.068
```

Expectation value of S²   0.754
ΔE to the lowest compared entry with this formula, charge and spin   4.84 kJ/mol
HOMO (spin up / spin down)   -6.514 / -9.340 eV
LUMO (spin up / spin down)   -0.00889 / -0.02288 hartree
2S+1   2

[8]
This record from the OMol25 dataset describes C5H5OYb as an isolated structure at a distorted geometry. The level of theory is ωB97M-V/def2-TZVPD.

Geometry as XYZ:
```
12
C5H5OYb | the OMol25 dataset | ωB97M-V/def2-TZVPD
C -0.734 1.562 0.527
C -1.338 0.994 -0.657
H -1.371 1.933 1.330
H 0.264 1.992 0.462
H -0.784 1.004 -1.595
H -2.424 0.941 -0.736
C -0.768 -0.072 0.446
C 0.399 -0.758 0.180
H -1.540 -0.537 1.059
C 1.417 -1.444 -0.088
O 2.398 -2.142 -0.206
Yb 4.482 -3.474 -0.721
```

Expectation value of S²   0.757
Charge   +2
ΔE to the lowest compared entry with this formula, charge and spin   0.00 kJ/mol
HOMO (spin up / spin down)   -15.112 / -15.650 eV
LUMO (spin up / spin down)   -0.37718 / -0.37767 hartree
2S+1   2